[1]
{"formula": "C24H64AsF6O24S8", "method": "wB97M-V/def2-TZVPD", "fmax_ev_per_a": 4.61, "charge": -1, "orbital_gap_ha": 0.376, "energy_ev": -238889.514, "species": ["As", "F", "F", "F", "F", "F", "F", "O", "S", "O", "O", "C", "C", "C", "H", "H", "H", "H", "H", "H", "H", "H", "O", "S", "O", "O", "C", "C", "C", "H", "H", "H", "H", "H", "H", "H", "H", "O", "S", "O", "O", "C", "C", "C", "H", "H", "H", "H", "H", "H", "H", "H", "O", "S", "O", "O", "C", "C", "C", "H", "H", "H", "H", "H", "H", "H", "H", "O", "S", "O", "O", "C", "C", "C", "H", "H", "H", "H", "H", "H", "H", "H", "O", "S", "O", "O", "C", "C", "C", "H", "H", "H", "H", "H", "H", "H", "H", "O", "S", "O", "O", "C", "C", "C", "H", "H", "H", "H", "H", "H", "H", "H", "O", "S", "O", "O", "C", "C", "C", "H", "H", "H", "H", "H", "H", "H", "H"], "xyz": [[-0.474, 0.308, -0.848], [0.550, -1.218, -1.163], [0.313, 1.030, -2.281], [-1.290, 1.900, -0.539], [-1.296, -0.581, 0.532], [0.957, 0.853, 0.181], [-1.837, -0.356, -1.826], [1.079, -2.638, -6.617], [1.135, -2.192, -5.200], [1.212, -3.130, -4.065], [2.248, -0.944, -4.984], [2.352, 0.006, -6.045], [3.738, 0.732, -6.048], [-0.377, -1.193, -4.858], [1.498, 0.682, -6.010], [2.296, -0.504, -7.007], [4.458, -0.065, -5.859], [3.804, 1.453, -5.234], [3.856, 1.225, -7.013], [-1.275, -1.702, -5.208], [-0.215, -0.305, -5.469], [-0.416, -1.051, -3.778], [2.620, -0.393, 4.360], [1.389, 0.157, 4.935], [1.086, -0.277, 6.298], [1.588, 1.765, 4.886], [0.502, 2.670, 5.310], [1.116, 4.016, 5.451], [-0.035, -0.104, 3.761], [0.107, 2.352, 6.274], [-0.280, 2.679, 4.551], [1.452, 4.397, 4.487], [1.993, 4.033, 6.099], [0.351, 4.698, 5.823], [0.043, 0.683, 3.011], [-0.939, 0.165, 4.308], [-0.065, -1.119, 3.363], [-3.036, 4.248, -2.006], [-2.333, 4.605, -3.275], [-3.173, 5.053, -4.397], [-1.073, 5.664, -3.099], [-0.318, 5.991, -4.264], [0.929, 6.664, -3.699], [-1.337, 3.052, -3.796], [-0.808, 6.665, -4.966], [0.013, 5.115, -4.820], [1.543, 6.787, -4.592], [1.600, 6.139, -3.019], [0.599, 7.599, -3.247], [-0.315, 3.067, -3.416], [-1.338, 2.864, -4.869], [-1.836, 2.256, -3.244], [-3.961, -4.714, 5.332], [-4.364, -3.359, 4.972], [-3.695, -2.117, 5.387], [-4.556, -3.259, 3.339], [-3.550, -3.889, 2.572], [-2.035, -3.483, 2.762], [-6.181, -3.250, 5.428], [-3.811, -3.818, 1.516], [-3.635, -4.975, 2.594], [-1.908, -2.586, 2.156], [-1.397, -4.255, 2.331], [-1.667, -3.288, 3.769], [-6.445, -3.957, 6.213], [-6.802, -3.519, 4.574], [-6.393, -2.212, 5.685], [4.483, 3.042, -1.167], [4.794, 1.717, -1.663], [5.796, 1.499, -2.659], [5.203, 0.837, -0.348], [5.481, -0.572, -0.608], [4.794, -1.360, 0.488], [3.257, 0.691, -2.246], [6.507, -0.755, -0.926], [5.049, -0.983, -1.521], [5.375, -1.437, 1.407], [4.568, -2.356, 0.105], [3.871, -0.809, 0.668], [3.529, -0.207, -2.800], [2.670, 1.357, -2.879], [2.632, 0.441, -1.389], [-1.238, 4.065, 2.815], [-1.727, 4.580, 1.532], [-2.628, 3.806, 0.707], [-2.329, 6.114, 1.799], [-1.485, 7.131, 2.365], [-2.467, 8.102, 3.088], [-0.313, 4.986, 0.402], [-0.958, 7.747, 1.636], [-0.728, 6.692, 3.016], [-2.931, 7.800, 4.026], [-3.212, 8.608, 2.473], [-1.833, 8.933, 3.397], [-0.380, 4.138, -0.281], [0.694, 4.887, 0.806], [-0.531, 5.953, -0.050], [-3.479, -5.920, -3.613], [-3.106, -4.518, -3.294], [-2.843, -3.577, -4.353], [-4.317, -3.939, -2.290], [-4.393, -2.603, -1.959], [-5.316, -2.552, -0.795], [-1.636, -4.551, -2.185], [-4.548, -2.012, -2.861], [-3.406, -2.311, -1.600], [-5.144, -3.320, -0.041], [-6.357, -2.694, -1.088], [-5.277, -1.602, -0.262], [-0.840, -4.887, -2.850], [-1.740, -5.310, -1.409], [-1.302, -3.534, -1.980], [2.020, -3.727, 3.195], [2.564, -4.350, 1.998], [3.932, -4.162, 1.677], [2.387, -6.040, 2.128], [3.132, -6.622, 3.249], [4.738, -6.905, 3.077], [1.587, -4.105, 0.472], [2.658, -7.586, 3.438], [3.060, -5.924, 4.082], [4.894, -7.203, 2.040], [5.223, -7.663, 3.691], [5.379, -6.029, 3.183], [1.752, -3.071, 0.167], [0.534, -4.202, 0.738], [1.940, -4.848, -0.243]], "mulliken_charge": [1.975, -0.434, -0.380, -0.363, -0.548, -0.608, -0.371, -0.630, 1.039, -0.474, -0.145, -0.379, -1.157, -0.608, 0.264, 0.464, 0.294, 0.213, 0.414, 0.406, 0.339, -0.042, -0.575, 1.179, -0.682, -0.290, 0.054, -1.344, -0.833, 0.306, 0.245, 0.254, 0.397, 0.384, 0.262, 0.434, 0.239, -0.485, 1.114, -0.670, -0.225, -0.117, -1.286, -1.124, 0.263, 0.303, 0.419, 0.319, 0.297, 0.358, 0.500, 0.268, -0.605, 1.141, -0.568, -0.212, -0.347, -0.454, -0.957, -0.025, 0.362, 0.115, 0.117, 0.460, 0.338, 0.304, 0.330, -0.612, 1.242, -0.644, -0.310, -0.409, -0.650, -0.782, 0.448, 0.139, 0.324, 0.245, 0.140, 0.275, 0.331, 0.188, -0.556, 0.969, -0.482, -0.314, -0.083, -1.328, -0.535, 0.268, 0.323, 0.328, 0.317, 0.406, -0.144, 0.407, 0.339, -0.663, 1.159, -0.554, -0.338, 0.565, -1.377, -0.811, 0.335, -0.266, 0.213, 0.382, 0.409, 0.434, 0.360, 0.086, -0.585, 1.284, -0.624, -0.379, -0.368, -0.956, -0.387, 0.319, 0.281, 0.279, 0.388, 0.242, 0.045, 0.050, 0.409]}

[2]
{"formula": "C5H6O2", "method": "wB97M-V/def2-TZVPD", "fmax_ev_per_a": 1.88, "smiles": "C=C(O)/C=C/C=O", "charge": 0, "orbital_gap_ha": 0.325, "energy_ev": -9375.498, "species": ["C", "C", "O", "C", "C", "C", "O", "H", "H", "H", "H", "H", "H"], "xyz": [[0.311, -1.117, 2.043], [0.202, -0.169, 1.109], [0.182, 1.217, 1.400], [0.050, -0.396, -0.308], [-0.371, 0.582, -1.127], [-0.286, 0.485, -2.584], [0.538, -0.155, -3.188], [0.322, -2.155, 1.774], [0.384, -0.878, 3.096], [0.128, 1.357, 2.354], [0.473, -1.304, -0.711], [-0.893, 1.444, -0.736], [-1.040, 1.090, -3.121]], "mulliken_charge": [-1.034, 0.911, -0.486, -0.428, -0.267, -0.028, -0.461, 0.269, 0.250, 0.301, 0.335, 0.340, 0.298]}

[3]
{"formula": "C5H11N2O", "method": "wB97M-V/def2-TZVPD", "fmax_ev_per_a": 4.73, "smiles": "[H]/N=C(\\O)C[NH2+]C(=C)C", "charge": 1, "orbital_gap_ha": 0.409, "energy_ev": -10382.869, "species": ["H", "N", "C", "O", "C", "N", "C", "C", "C", "H", "H", "H", "H", "H", "H", "H", "H", "H", "H"], "xyz": [[-0.821, 1.497, 3.075], [-0.394, 1.658, 2.116], [-1.040, 1.102, 1.215], [-2.103, 0.242, 1.274], [-0.637, 1.266, -0.191], [-0.541, 0.091, -1.004], [0.430, -0.840, -0.600], [0.019, -1.831, 0.240], [1.867, -0.342, -0.889], [-2.372, 0.041, 2.226], [-1.304, 1.965, -0.693], [0.438, 1.675, -0.211], [-1.495, -0.194, -1.089], [-0.335, 0.508, -1.999], [-1.098, -1.934, 0.440], [0.696, -2.493, 0.685], [2.181, 0.425, -0.212], [1.972, 0.065, -1.931], [2.539, -1.138, -0.711]], "mulliken_charge": [0.266, -0.536, 0.371, -0.456, -0.511, -0.122, 0.446, -0.790, -1.287, 0.352, 0.458, 0.278, 0.433, 0.443, 0.210, 0.337, 0.370, 0.325, 0.414]}

[4]
{"formula": "C5H9NO", "method": "wB97M-V/def2-TZVPD", "fmax_ev_per_a": 1.50, "charge": 0, "orbital_gap_ha": 0.387, "energy_ev": -8867.137, "species": ["C", "C", "N", "C", "C", "C", "O", "H", "H", "H", "H", "H", "H", "H", "H", "H"], "xyz": [[1.757, 0.074, 0.191], [0.606, -0.873, -0.039], [-0.114, -1.352, 1.139], [-0.821, -0.496, 0.165], [-1.298, 0.881, 0.641], [-0.800, 0.617, -2.423], [-0.098, 1.498, -2.573], [1.562, 0.730, 1.043], [2.679, -0.478, 0.404], [1.932, 0.695, -0.695], [0.785, -1.598, -0.837], [-0.373, -2.333, 1.026], [-1.523, -1.029, -0.478], [-0.595, 1.239, 1.396], [-2.255, 0.734, 1.152], [-1.442, 1.692, -0.110]], "mulliken_charge": [-1.213, 0.126, -0.738, -0.040, -1.161, 0.111, -0.139, 0.302, 0.344, 0.239, 0.463, 0.254, 0.542, 0.348, 0.283, 0.278]}